Entry 1:
Computed, not measured: a molecular structure, C21H61BBrI2N9O4P4 at a distorted geometry, with ωB97M-V/def2-TZVPD.

- charge = 0
- HOMO (eV) = -7.772
- molar mass (g/mol) = 972.2
- total energy (a.u.) = -6189.91307
- maximum force (eV/A) = 8.0
- Kohn-Sham gap (eV) = 6.44

XYZ file:
```
103
C21H61BBrI2N9O4P4, DFT ωB97M-V/def2-TZVPD
C 4.70572 3.52113 4.53459
C 3.15310 3.65755 4.89847
I 2.32414 1.65882 4.78272
C 2.52695 4.68552 3.87096
I 2.43187 3.83118 1.85019
B 1.11614 5.34089 4.28759
P -0.26812 4.58273 5.40287
O -0.77799 3.10337 4.68538
Br 0.59886 4.00916 7.44038
H 5.07440 2.66064 5.16414
H 4.85895 3.19168 3.47372
H 5.29294 4.43010 4.81115
H 3.14175 4.10918 5.92451
H 3.26215 5.54257 3.79698
H 0.87355 6.41383 3.82484
H -1.37147 3.31022 3.94618
O 1.19712 -1.80842 4.67436
P 1.56130 -3.04246 3.83402
N -0.07965 -3.50880 3.52619
C -0.57803 -4.84369 3.23844
C -0.85307 -2.54902 2.73173
N 2.18322 -3.92826 5.19221
C 1.42745 -4.97626 5.85167
C 2.87028 -3.12897 6.20808
N 2.15875 -4.32279 2.75436
C 3.47437 -4.92772 3.04074
C 2.25534 -3.79576 1.36913
H -0.31107 -5.19164 2.23283
H -1.67008 -4.85856 3.30695
H -0.24461 -5.58882 3.95362
H -0.70989 -2.70190 1.65483
H -0.57196 -1.51979 2.96176
H -1.92140 -2.63647 2.94801
H 0.44330 -4.62305 6.18402
H 1.96541 -5.36064 6.72252
H 1.31577 -5.84636 5.20160
H 2.16592 -2.64872 6.89724
H 3.48091 -2.35156 5.74578
H 3.55017 -3.75478 6.79459
H 4.24624 -4.16957 3.19756
H 3.78835 -5.56951 2.21163
H 3.44123 -5.58235 3.90898
H 3.01596 -3.01375 1.29081
H 1.30713 -3.36709 1.03880
H 2.49335 -4.59628 0.66679
O -0.19983 -3.29185 -1.11885
P -0.90553 -3.09935 -2.47131
N -2.07706 -1.96862 -1.87770
C -3.40347 -1.70749 -2.41293
C -1.51710 -0.70280 -1.39854
N -1.57053 -4.70357 -2.48373
C -2.95482 -4.97620 -2.14525
C -0.72580 -5.74384 -1.89521
N -1.48628 -2.87237 -4.13711
C -1.37481 -4.00129 -5.08186
C -0.74790 -1.75069 -4.76878
H -3.38056 -1.15540 -3.36063
H -3.98226 -1.10861 -1.70350
H -3.99075 -2.60811 -2.56044
H -1.37762 0.01720 -2.21396
H -0.54856 -0.85068 -0.91721
H -2.16961 -0.24496 -0.65062
H -3.21986 -4.57866 -1.15764
H -3.15586 -6.05089 -2.14710
H -3.62932 -4.57730 -2.90542
H -0.80385 -5.76527 -0.80183
H 0.32173 -5.59245 -2.16099
H -1.00726 -6.72975 -2.27780
H -0.37087 -4.43401 -5.08345
H -1.60739 -3.67240 -6.09952
H -2.09674 -4.78568 -4.86573
H 0.31227 -1.98901 -4.89346
H -0.81285 -0.84278 -4.16590
H -1.17528 -1.50631 -5.74277
O -1.92335 2.92872 -2.55314
P -1.03626 3.99534 -3.21301
N -0.98128 5.01806 -1.81509
C -0.76626 6.45537 -1.77329
C -0.32315 4.40883 -0.66036
N -2.27718 4.53654 -4.30020
C -3.04029 5.74923 -4.07095
C -3.17888 3.49710 -4.79945
N 0.12881 5.03752 -4.06090
C 0.05087 5.12894 -5.53228
C 1.50911 4.57940 -3.76371
H 0.27007 6.73882 -1.99568
H -1.00052 6.84049 -0.77612
H -1.41829 7.00558 -2.44369
H 0.76487 4.54493 -0.68810
H -0.52227 3.33667 -0.60965
H -0.69514 4.83939 0.27363
H -3.52261 5.74842 -3.08554
H -3.81540 5.87586 -4.83142
H -2.41084 6.63442 -4.18172
H -3.97108 3.26127 -4.07949
H -2.63173 2.57882 -5.01973
H -3.64988 3.81378 -5.73505
H 0.01047 4.14193 -6.00049
H 0.92153 5.66044 -5.92867
H -0.80866 5.70992 -5.85902
H 1.69932 3.58575 -4.17890
H 1.68742 4.52633 -2.68808
H 2.24369 5.27968 -4.16451
```

=====

Entry 2:
Computed, not measured: a molecular structure, C21H61Cl2HfN9O4P3 at a distorted geometry, with ωB97M-V/def2-TZVPD.

- charge = +2
- HOMO (alpha / beta) (eV) = -13.149 / -13.147
- molar mass (g/mol) = 846.1
- total energy (a.u.) = -3622.40410
- maximum force (eV/A) = 9.3
- Kohn-Sham gap (alpha / beta) (eV) = 5.94 / 5.42
- ⟨S²⟩ = 0.759
- 2S+1 = 2

XYZ file:
```
101
C21H61Cl2HfN9O4P3, DFT ωB97M-V/def2-TZVPD
Hf 9.84134 5.67082 9.80529
C 13.12990 4.91150 8.06447
O 11.85549 5.29801 8.58224
H 13.32072 5.25147 7.04658
H 14.01647 5.26817 8.58878
H 13.15692 3.82613 7.96783
O 9.31289 4.05534 8.02734
P 8.96941 3.33973 6.75792
N 10.22389 2.19525 6.29590
C 10.93797 1.59694 7.41637
C 10.14458 1.51352 5.02958
N 9.08519 4.33424 5.35698
C 10.33775 5.16864 5.18059
C 8.33097 4.22534 4.15444
N 7.40504 2.56677 6.63607
C 6.20326 3.34701 6.67755
C 7.24922 1.15863 7.18155
H 10.70452 2.08544 8.36240
H 12.00178 1.66150 7.18781
H 10.66925 0.56360 7.63570
H 10.09273 2.24173 4.22019
H 9.20543 0.96727 4.94177
H 11.01860 0.87204 4.91696
H 11.15405 4.57628 4.76723
H 10.34483 6.12424 4.65629
H 10.71271 5.32554 6.19197
H 8.19831 5.18797 3.66062
H 8.81413 3.60426 3.40016
H 7.31767 3.90283 4.39385
H 6.48938 4.39068 6.80789
H 5.54774 3.27784 5.80944
H 5.64289 3.28625 7.61050
H 6.81282 0.58752 6.36211
H 6.75666 1.10551 8.15245
H 8.15040 0.59991 7.43415
O 11.00784 7.96500 9.59267
P 11.95763 9.13287 9.14711
N 12.71148 8.84304 7.66097
C 13.98396 9.41109 7.26855
C 11.86818 8.44091 6.59117
N 13.14438 9.25159 10.36961
C 14.19852 8.23554 10.51718
C 13.66823 10.61091 10.74389
N 11.07747 10.62855 8.96247
C 9.58490 10.74526 9.09087
C 11.68322 11.93426 8.51223
H 14.71829 8.62943 7.07396
H 14.43962 10.02072 8.04882
H 13.91780 10.19369 6.51273
H 10.99955 7.90400 6.97237
H 12.30366 7.72830 5.89070
H 11.57913 9.31630 6.00960
H 13.80337 7.22077 10.56397
H 14.90974 8.20973 9.69159
H 14.73496 8.45712 11.43981
H 12.88980 11.33983 10.96931
H 14.28117 10.67137 11.64319
H 14.21004 10.98306 9.87438
H 9.26929 11.01305 8.08251
H 9.00126 9.95846 9.56878
H 9.54690 11.57085 9.80154
H 12.50213 11.83192 7.80019
H 12.24164 12.38035 9.33519
H 10.97165 12.72467 8.27344
O 10.59456 3.45116 10.56054
P 11.16053 2.41325 11.50696
N 12.76563 1.98643 11.33103
C 13.88575 2.77018 11.80976
C 13.25301 1.19490 10.18835
N 10.39540 0.85127 11.31430
C 10.78789 -0.29342 12.10063
C 8.99335 0.85345 10.79748
N 10.87986 2.72847 13.18859
C 11.56254 1.93944 14.20970
C 9.54418 3.24629 13.56419
H 14.64640 2.01866 12.02125
H 13.61318 3.11691 12.80655
H 14.15533 3.65478 11.23280
H 14.22505 0.78026 10.45541
H 13.33065 1.85979 9.32813
H 12.72766 0.27735 9.92338
H 10.38868 -0.37531 13.11158
H 10.58586 -1.22676 11.57513
H 11.86940 -0.21334 12.21025
H 8.61221 -0.14763 10.99917
H 8.30273 1.46006 11.38328
H 8.96472 1.16835 9.75436
H 12.06037 1.01506 13.91680
H 12.17968 2.67321 14.72817
H 10.87811 1.62623 14.99808
H 8.86985 2.45387 13.88890
H 9.14318 3.96210 12.84661
H 9.70905 4.01542 14.31876
Cl 13.18430 3.69685 1.49253
C 14.45094 4.82573 2.05279
C 14.59009 4.80880 3.64909
Cl 13.62627 6.08006 4.38502
H 14.10155 5.75822 1.60950
H 15.36878 4.57941 1.51895
H 15.63828 5.06900 3.79635
H 14.47123 3.87834 4.20427
```

=====

Entry 3:
Computed, not measured: a molecular structure, C21H62AsF6O10 at a distorted geometry, with ωB97M-V/def2-TZVPD.

- charge = -1
- HOMO (eV) = -8.424
- molar mass (g/mol) = 663.6
- total energy (a.u.) = -4424.79120
- maximum force (eV/A) = 3.4
- Kohn-Sham gap (eV) = 10.44

XYZ file:
```
100
C21H62AsF6O10, DFT ωB97M-V/def2-TZVPD
As -4.97865 -12.05793 3.53782
F -6.15821 -13.28642 3.98245
F -5.90703 -11.69089 2.03678
F -3.77239 -10.82646 3.03496
F -3.95789 -12.47923 4.97307
F -3.99494 -13.30235 2.67998
F -5.85311 -10.79596 4.48194
O 0.72664 -15.05691 1.59788
H 1.00447 -14.46151 2.29396
H -0.21026 -14.88839 1.49766
O 0.89293 -8.94723 1.71835
H -0.06411 -8.93404 1.72956
H 1.13640 -8.21531 1.15154
O 0.81430 -11.86910 5.06086
H -0.10405 -11.86758 5.33078
H 0.88805 -11.13044 4.45655
C -7.45956 -4.60013 2.59202
C -8.90148 -5.21426 2.79048
C -9.95472 -4.17224 2.72381
O -9.04887 -6.07430 1.63597
H -7.39960 -3.83733 3.36832
H -7.37289 -4.12330 1.61569
H -6.62717 -5.28830 2.73919
H -9.06885 -5.74734 3.72638
H -10.06232 -3.64875 3.67380
H -10.91708 -4.60186 2.44568
H -9.75944 -3.32404 2.06764
H -8.54043 -6.86882 1.81438
C -0.76670 -5.99160 6.68719
C -0.42915 -6.85480 7.97149
C 1.05810 -6.66151 8.41585
O -1.18172 -6.52166 9.13889
H -1.66266 -6.26071 6.12778
H 0.03966 -6.10573 5.96271
H -0.89794 -4.95517 6.99812
H -0.68508 -7.91317 7.92199
H 1.12193 -7.32114 9.28125
H 1.21460 -5.64021 8.76305
H 1.61803 -6.97590 7.53510
H -2.06015 -6.90337 9.07367
C -3.69876 -14.27448 -3.68213
C -3.97377 -12.98331 -4.44445
C -3.20855 -11.77266 -3.87218
O -3.38242 -13.13138 -5.73157
H -4.11746 -14.23775 -2.67643
H -2.63088 -14.37544 -3.48839
H -4.16941 -15.14064 -4.14726
H -5.01655 -12.67070 -4.49919
H -3.67730 -11.41279 -2.95628
H -3.29858 -10.97560 -4.61022
H -2.12598 -11.85094 -3.77211
H -2.43893 -13.12068 -5.55465
C -4.01675 -17.98199 10.45676
C -3.50763 -17.91320 9.05950
C -2.85445 -19.30883 8.62280
O -4.58861 -17.69386 8.15736
H -3.17150 -17.97248 11.14493
H -4.66186 -18.80885 10.75381
H -4.61392 -17.09904 10.68458
H -2.70022 -17.18977 8.94615
H -3.59396 -20.09927 8.75093
H -1.91760 -19.47663 9.15408
H -2.51898 -19.26149 7.58679
H -4.50212 -16.76169 7.94481
C -9.96934 -16.83511 -0.47685
C -10.05198 -15.33869 -0.82512
C -10.78380 -15.07330 -2.15808
O -10.80715 -14.69455 0.19221
H -9.33058 -17.41500 -1.14304
H -10.96703 -17.26137 -0.58191
H -9.64839 -17.02593 0.54719
H -9.08766 -14.84579 -0.94855
H -11.44226 -14.20526 -2.12563
H -11.49019 -15.88073 -2.35088
H -10.06703 -14.91830 -2.96449
H -10.31088 -14.96068 0.96970
C -6.72304 -10.47816 10.53791
C -7.38128 -9.11826 10.32876
C -7.62308 -8.31561 11.65681
O -6.49421 -8.31133 9.53189
H -6.64564 -11.08610 9.63652
H -7.34551 -11.08176 11.19843
H -5.75157 -10.33995 11.01254
H -8.31439 -9.28720 9.79131
H -7.95742 -8.91062 12.50668
H -8.45138 -7.64519 11.42759
H -6.70945 -7.81433 11.97635
H -6.47633 -8.83924 8.73028
C -12.84339 -16.02217 6.36895
C -11.55327 -15.69311 7.12725
C -11.74350 -15.45543 8.61239
O -10.58938 -16.67722 7.01349
H -12.62740 -16.24045 5.32310
H -13.52890 -15.17758 6.43845
H -13.36679 -16.88121 6.78873
H -11.10629 -14.80860 6.67343
H -12.53883 -14.74015 8.82201
H -10.83489 -15.05875 9.06536
H -11.94346 -16.34251 9.21339
H -9.71251 -16.29366 7.08820
```

=====

Entry 4:
Computed, not measured: a molecular structure, C21H62I2NO12PS8Si2 at a distorted geometry, with ωB97M-V/def2-TZVPD.

- charge = 0
- HOMO (eV) = -7.707
- molar mass (g/mol) = 1118.2
- total energy (a.u.) = -6495.86872
- maximum force (eV/A) = 6.0
- Kohn-Sham gap (eV) = 7.58

XYZ file:
```
109
C21H62I2NO12PS8Si2, DFT ωB97M-V/def2-TZVPD
C 1.11361 -3.65152 2.77528
C 0.08711 -3.28616 1.52008
I -0.07354 -1.05668 1.57712
C 0.67738 -3.63207 0.04300
I -0.10572 -2.24800 -1.51986
Si 0.51343 -5.44820 -0.55336
C -1.05260 -6.39735 0.00008
C -2.44604 -5.52979 0.03801
C -3.36916 -6.21524 1.25405
C -2.86021 -5.82402 2.75987
S -2.77718 -7.30384 3.95684
O -2.88556 -6.80259 5.44298
O -3.82303 -8.40215 3.66372
O -1.20545 -7.98080 3.78946
O 2.04913 -6.24184 -0.29594
Si 2.17188 -7.14388 1.18063
P 3.52325 -6.28757 2.71280
N 4.87928 -7.42584 2.98946
O 2.66694 -6.28753 4.26829
H 0.68734 -4.59334 3.32031
H 1.02898 -2.74949 3.55218
H 2.23715 -3.71720 2.46141
H -1.00505 -3.64119 1.73708
H 1.84797 -3.39807 0.07429
H 0.38444 -5.34087 -2.03495
H -1.23195 -7.24905 -0.82098
H -0.99108 -6.96446 1.01984
H -2.31245 -4.37566 0.16167
H -3.05765 -5.73594 -0.96252
H -3.36158 -7.39786 1.18325
H -4.50938 -5.90387 1.15610
H -3.66440 -5.08833 3.22764
H -1.78389 -5.35807 2.80582
H -0.51353 -7.24878 3.62380
H 0.93498 -7.46225 1.86933
H 2.78638 -8.45121 0.82822
H 4.85707 -7.70980 4.01058
H 5.75867 -6.88448 2.83972
H 1.68804 -6.37971 4.06808
C 0.25317 2.04136 -1.73594
S 1.67030 2.47268 -0.69723
O 1.75436 1.45070 0.39744
C 0.93163 3.96575 0.00847
H 0.47382 1.10508 -2.25404
H -0.63790 1.91169 -1.11714
H 0.08698 2.83114 -2.47233
H -0.00187 3.71557 0.51828
H 0.74227 4.69014 -0.78704
H 1.63344 4.39433 0.72773
C -1.76633 -3.34638 6.66319
S -2.88542 -3.05910 5.27095
O -2.04295 -2.70919 4.08031
C -3.58468 -1.51930 5.91357
H -1.18796 -4.25157 6.46351
H -1.08572 -2.49922 6.77642
H -2.34905 -3.48434 7.57700
H -2.79021 -0.78640 6.07356
H -4.10553 -1.71917 6.85283
H -4.29595 -1.12851 5.18218
C -1.84683 4.94506 -5.33823
S -0.42970 5.37638 -4.29951
O -0.34564 4.35440 -3.20484
C -1.16837 6.86945 -3.59381
H -1.62618 4.00878 -5.85632
H -2.73790 4.81539 -4.71942
H -2.01302 5.73484 -6.07462
H -2.10187 6.61927 -3.08400
H -1.35773 7.59384 -4.38932
H -0.46656 7.29803 -2.87455
C 1.41110 0.17043 -6.06430
S 1.43893 1.94004 -5.68888
O 0.84348 2.65922 -6.86278
C 3.23586 2.12087 -5.79493
H 0.37110 -0.16354 -6.08915
H 1.87366 -0.01244 -7.03708
H 1.94743 -0.37615 -5.28504
H 3.58421 1.81606 -6.78471
H 3.71029 1.50804 -5.02499
H 3.49015 3.17030 -5.62885
C -3.10987 0.52650 -6.79424
S -2.40693 0.79471 -5.14889
O -1.16991 -0.04714 -5.04458
C -3.72281 -0.05843 -4.24694
H -2.42910 0.94988 -7.53656
H -3.22831 -0.54364 -6.98000
H -4.07761 1.02879 -6.86366
H -3.80277 -1.09208 -4.59205
H -4.66973 0.46355 -4.40289
H -3.47675 -0.05004 -3.18255
C 3.65074 4.29704 2.71882
S 3.67858 6.06665 3.09423
O 3.08313 6.78582 1.92033
C 5.47551 6.24748 2.98818
H 2.61075 3.96306 2.69396
H 4.11331 4.11417 1.74603
H 4.18707 3.75046 3.49807
H 5.82386 5.94267 1.99840
H 5.94994 5.63465 3.75812
H 5.72980 7.29691 3.15426
C -0.07136 10.53504 0.95560
S 0.87294 9.36252 -0.04775
O 0.10897 9.13983 -1.31920
C 0.58045 7.93167 1.01997
H -0.05992 11.50733 0.45733
H -1.10380 10.19251 1.05786
H 0.39234 10.62843 1.94043
H -0.49287 7.75197 1.11806
H 1.02184 8.11340 2.00261
H 1.05410 7.05741 0.56732
```